Density functional theory data (ωB97M-V with the def2-TZVPD basis set) for C24H22Cl2O3S3Se2Ti as an isolated structure.

Each line ends with the Löwdin charge.
Element x y z (Å)
Ti (-0.65391, 0.89267, 0.30175)  0.852
C (1.43991, 3.24634, -1.46990)  -0.294
Se (-0.46649, 3.09784, -1.10460)  1.088
C (-0.51085, 4.29938, 0.44176)  -0.475
C (-1.85253, 4.19619, 1.12671)  -0.479
Se (-2.23279, 2.40148, 1.81633)  1.059
C (-1.18039, 2.45330, 3.46565)  -0.295
H (2.01054, 2.91058, -0.60840)  0.042
H (1.62530, 4.29560, -1.68621)  0.054
H (1.64851, 2.63728, -2.34343)  0.000
H (-0.33982, 5.30653, 0.06091)  0.097
H (0.31328, 4.02416, 1.10056)  0.084
H (-2.68538, 4.42760, 0.46365)  0.083
H (-1.91130, 4.86651, 1.98385)  0.094
H (-1.46128, 3.36839, 3.98115)  0.051
H (-0.11518, 2.41965, 3.25918)  -0.012
H (-1.49042, 1.59525, 4.05653)  0.044
Cl (6.21681, -1.62734, 1.06874)  0.760
C (4.67829, -0.86031, 1.04288)  -0.638
C (4.28113, -0.08899, 2.12562)  -0.088
C (3.03582, 0.51074, 2.09410)  -0.564
Cl (2.51568, 1.46913, 3.42936)  0.781
C (2.20026, 0.34721, 0.99340)  -0.303
O (0.98364, 0.95560, 0.99724)  -0.240
C (2.60059, -0.41656, -0.09910)  -0.165
C (1.77094, -0.69812, -1.33212)  -0.465
O (0.34722, -0.25871, -1.21910)  -0.192
C (3.85408, -1.02422, -0.05928)  -0.051
H (4.92773, 0.04202, 2.98153)  0.124
H (1.69209, -1.77658, -1.45956)  0.122
H (4.19274, -1.62787, -0.89105)  0.126
O (-2.00763, -0.02904, -0.42107)  -0.230
C (-1.62566, -1.39628, -0.70275)  -0.449
C (-0.94280, -1.83183, 0.59683)  -0.461
C (-1.09943, -1.25466, 1.83761)  -0.149
C (-0.26030, -1.84503, 2.82734)  -0.129
C (0.51155, -2.83711, 2.31425)  -0.326
S (0.20944, -3.09121, 0.64568)  1.149
C (-2.82222, -2.20645, -1.08395)  -0.475
C (-4.08223, -1.73506, -1.30017)  -0.083
C (-4.99929, -2.77504, -1.61061)  -0.146
C (-4.41295, -4.00052, -1.61687)  -0.368
S (-2.74676, -3.91760, -1.24344)  1.075
C (-0.56279, -1.20402, -1.75548)  -0.215
C (-0.43714, -1.75668, -2.95449)  0.025
C (0.54143, -1.54954, -4.01527)  -0.102
C (1.67991, -0.84660, -4.04069)  -0.362
S (2.52293, 0.01620, -2.77962)  1.077
H (-1.89603, -0.55058, 2.07076)  0.108
H (-0.24860, -1.55287, 3.86683)  0.124
H (1.22399, -3.45952, 2.83257)  0.092
H (-4.34729, -0.69027, -1.24070)  0.121
H (-6.04635, -2.61504, -1.81733)  0.117
H (-4.86650, -4.95680, -1.82176)  0.083
H (-1.22782, -2.46109, -3.18699)  0.121
H (0.28300, -2.04367, -4.94323)  0.120
H (2.22533, -0.79443, -4.97566)  0.083

Forces on atoms 1 to 3 (eV/Å):
0.3 -0.4 -0.2
-0.1 0.0 0.0
0.0 0.1 0.0

As for the net charge: +2. The spin multiplicity is 1. As for the relative energy (zero: lowest compared OMol25 entry of this formula, charge and spin): 1.066 eV. The value obtained for the gap between HOMO and LUMO is 5.958 eV.

Density functional theory data (ωB97M-V with the def2-TZVPD basis set) for a 2-piece molecular cluster, CH3BF2O2 overall in a non-equilibrium geometry.

Each line ends with the Löwdin charge.
Element x y z (Å)
B (0.39172, -0.04930, -0.39542)  -0.707
C (1.89513, 0.14659, 0.09215)  -0.191
O (-0.45618, 0.99414, -0.38982)  0.232
O (0.22987, -1.22089, -0.97154)  0.208
F (2.69908, -0.89356, 0.40710)  0.030
F (2.72179, 1.05683, -0.58585)  0.022
H (1.79865, 0.70542, 1.98668)  0.177
H (-1.32873, 0.95682, -0.61627)  0.065
H (-0.60213, -1.77025, -1.06336)  0.164

Forces on atoms 1 to 3 (eV/Å):
0.2 1.2 -0.4
3.0 2.1 3.3
3.6 0.8 1.6

The spin multiplicity is 1. As for the relative energy (zero: lowest compared OMol25 entry of this formula, charge and spin): 3.808 eV. The value obtained for the gap between HOMO and LUMO (alpha / beta) is 8.950 / 9.122 eV.

Density functional theory data (ωB97M-V with the def2-TZVPD basis set) for C36H28AsF6N5O2PRu as an isolated structure.

Each line ends with the Löwdin spin population.
Element x y z (Å)
Ru (-0.42919, -0.13430, 0.70710)  2.352
O (-1.10751, 2.36783, -2.61759)  0.067
C (-0.34526, 1.73910, -1.92545)  0.022
N (-0.60651, 1.58262, -0.53610)  0.313
C (-1.17572, 2.60481, 0.12544)  0.134
C (-1.16519, 3.96491, -0.30639)  0.085
C (-1.74870, 4.91908, 0.46847)  0.036
C (-2.37439, 4.57304, 1.68546)  0.191
C (-2.41439, 3.26690, 2.14243)  -0.006
C (-1.81064, 2.27596, 1.38306)  0.145
N (-1.74859, 0.93147, 1.69558)  0.094
C (-2.46550, 0.32635, 2.70466)  0.025
O (-3.25315, 0.84918, 3.45715)  0.065
C (-2.17273, -1.14768, 2.76282)  0.013
C (-2.78026, -1.96560, 3.68592)  0.000
C (-2.50096, -3.32688, 3.64598)  0.016
C (-1.65222, -3.81468, 2.66729)  0.000
C (-1.08057, -2.93352, 1.76327)  0.017
N (-1.31644, -1.62180, 1.83617)  0.020
C (0.88986, 1.11761, -2.48416)  0.002
C (1.01816, 1.08476, -3.86418)  -0.001
C (2.17966, 0.55746, -4.40357)  0.000
C (3.16147, 0.10198, -3.54204)  0.000
C (2.93668, 0.18548, -2.17584)  0.001
N (1.82460, 0.67915, -1.64190)  0.013
H (-0.68771, 4.21708, -1.23962)  0.001
H (-1.73660, 5.95484, 0.15791)  -0.001
H (-2.82916, 5.35460, 2.27993)  0.009
H (-2.90174, 3.01764, 3.07070)  -0.003
H (-3.46501, -1.52408, 4.39647)  0.000
H (-2.95917, -3.99976, 4.35863)  0.001
H (-1.43342, -4.86923, 2.58041)  0.000
H (-0.45660, -3.28093, 0.95357)  0.001
H (0.21424, 1.45202, -4.48437)  0.000
H (2.30890, 0.49656, -5.47555)  0.000
H (4.08365, -0.32449, -3.91094)  0.000
H (3.69381, -0.17286, -1.48316)  0.000
N (1.51957, -1.22637, 0.59773)  0.056
C (1.97264, -1.74146, 1.86227)  0.006
C (2.39449, -3.05246, 1.99862)  0.001
C (2.78298, -3.50630, 3.25267)  0.005
C (2.75344, -2.66017, 4.35167)  0.002
C (2.33035, -1.34672, 4.20815)  0.006
C (1.92759, -0.87869, 2.96084)  0.010
P (1.30025, 0.77393, 2.57990)  0.140
C (0.68050, 1.51117, 4.09993)  0.015
C (0.89100, 2.86565, 4.35334)  0.013
C (0.29429, 3.46357, 5.45383)  -0.002
C (-0.51545, 2.71997, 6.30066)  0.013
C (-0.72742, 1.37051, 6.05140)  -0.001
C (-0.13538, 0.76711, 4.95364)  0.012
C (2.73834, 1.73538, 2.05666)  0.024
C (2.60970, 2.62763, 0.99676)  0.002
C (3.69489, 3.39726, 0.59960)  0.000
C (4.90789, 3.27206, 1.25846)  0.000
C (5.04340, 2.37789, 2.31594)  0.002
C (3.96307, 1.61061, 2.71605)  0.007
H (1.49050, -1.93622, -0.14047)  0.003
H (2.14011, -0.50369, 0.23091)  0.003
H (2.41933, -3.70719, 1.13519)  0.000
H (3.11669, -4.52903, 3.36826)  0.000
H (3.06194, -3.02492, 5.32223)  0.000
H (2.29731, -0.68656, 5.06609)  0.000
H (1.52563, 3.45239, 3.70045)  0.000
H (0.46885, 4.51296, 5.65215)  0.000
H (-0.97853, 3.19021, 7.15790)  0.001
H (-1.35659, 0.78778, 6.71132)  0.000
H (-0.30181, -0.28884, 4.77179)  0.001
H (1.66856, 2.71191, 0.46856)  0.001
H (3.59207, 4.08798, -0.22709)  0.000
H (5.75565, 3.86897, 0.94880)  0.000
H (5.99221, 2.28008, 2.82650)  0.000
H (4.07266, 0.91206, 3.53712)  0.000
F (-0.60355, -1.57122, -1.16609)  0.056
As (-0.08393, -2.89387, -2.33728)  0.003
F (1.56215, -2.39365, -1.96226)  0.002
F (0.02355, -3.92934, -0.93462)  0.001
F (0.47449, -4.12734, -3.35992)  0.000
F (-1.73097, -3.27995, -2.53565)  0.003
F (-0.13500, -1.72002, -3.58263)  0.002

Forces on atoms 1 to 3 (eV/Å):
0.2 0.1 0.3
0.0 -0.1 0.1
-0.1 0.1 -0.1

The expectation value of S² is 6.040. As for the net charge: +1. The spin multiplicity is 5. As for the relative energy (zero: lowest compared OMol25 entry of this formula, charge and spin): 0.000 eV. The value obtained for the gap between HOMO and LUMO (alpha / beta) is 7.317 / 6.221 eV.

Density functional theory data (ωB97M-V with the def2-TZVPD basis set) for C45H62BrClN5O4S2SiSn as an isolated structure.

Each line ends with the Löwdin spin population.
Element x y z (Å)
Sn (-0.83110, 0.88522, 0.07710)  0.037
O (0.26667, 3.94934, 1.62728)  0.000
C (-0.38297, 3.78231, 0.58902)  0.001
O (-0.08860, 2.96595, -0.36518)  0.004
C (-1.62956, 4.60000, 0.34226)  0.000
C (-1.50061, 5.98151, 0.28139)  0.000
C (-2.58634, 6.80010, 0.00144)  0.000
C (-3.82672, 6.21119, -0.20891)  0.000
C (-3.96743, 4.83505, -0.13217)  0.000
C (-2.88465, 3.98962, 0.14926)  0.000
S (-3.18860, 2.26188, 0.30999)  0.005
H (-0.52225, 6.41281, 0.46384)  0.000
H (-2.46568, 7.87617, -0.05166)  0.000
H (-4.69334, 6.82505, -0.43257)  0.000
H (-4.93817, 4.37902, -0.28868)  0.000
O (-2.45467, -1.29633, 0.23856)  0.002
N (-2.66151, -2.15559, 1.18788)  0.000
C (-3.94282, -2.28851, 1.61951)  0.000
C (-4.30937, -3.13773, 2.63137)  0.000
C (-3.31442, -3.89746, 3.24746)  0.000
C (-2.01993, -3.77040, 2.80437)  0.000
C (-1.63784, -2.90141, 1.75760)  0.000
S (-0.01968, -2.73052, 1.25224)  0.001
H (-4.62113, -1.63641, 1.09007)  0.000
H (-5.34693, -3.18351, 2.93199)  0.000
H (-3.55070, -4.57580, 4.05911)  0.000
H (-1.21791, -4.33577, 3.25882)  0.000
C (1.45280, -4.05046, 7.21432)  0.000
C (0.26704, -3.07641, 7.22567)  0.000
C (-1.01470, -3.89631, 7.01821)  0.000
C (0.20319, -2.40996, 8.60439)  0.000
C (0.42253, -2.02567, 6.07215)  0.000
O (0.60268, -2.82340, 4.90956)  0.000
C (1.61094, -1.08186, 6.35247)  0.000
C (2.30630, -0.38361, 5.17433)  0.000
C (3.08842, -1.29238, 4.25811)  0.000
C (4.14364, -2.06112, 4.74823)  0.000
C (4.85814, -2.90740, 3.91887)  0.000
C (4.50040, -2.99249, 2.58201)  0.000
Cl (5.39643, -4.07173, 1.53579)  0.000
C (3.45830, -2.24952, 2.06696)  0.000
C (2.76686, -1.38728, 2.91005)  0.000
C (-0.89021, -1.22311, 5.93496)  0.000
N (-0.78058, -0.12612, 5.00174)  0.000
C (-0.66893, -0.20003, 3.66982)  0.001
N (-0.40946, 0.98580, 3.17002)  0.007
C (-0.40535, 1.78847, 4.26037)  0.000
N (-0.60532, 1.15757, 5.40595)  0.000
H (1.26581, -4.84941, 7.93714)  0.000
H (2.38910, -3.56788, 7.49977)  0.000
H (1.58600, -4.49347, 6.22914)  0.000
H (-1.00890, -4.76025, 7.68768)  0.000
H (-1.08630, -4.25600, 5.99108)  0.000
H (-1.91210, -3.31678, 7.24418)  0.000
H (0.07659, -3.18140, 9.36907)  0.000
H (-0.63773, -1.72042, 8.69740)  0.000
H (1.11818, -1.86385, 8.83743)  0.000
H (0.81131, -2.30208, 4.11975)  0.000
H (2.37560, -1.63812, 6.89723)  0.000
H (1.25747, -0.30048, 7.03034)  0.000
H (3.00162, 0.33576, 5.61910)  0.000
H (1.61381, 0.21253, 4.58360)  0.000
H (4.41352, -1.99753, 5.79749)  0.000
H (5.67918, -3.50141, 4.29797)  0.000
H (3.16761, -2.34415, 1.03064)  0.000
H (1.94782, -0.80616, 2.49734)  0.000
H (-1.19730, -0.78322, 6.88163)  0.000
H (-1.67152, -1.89220, 5.57759)  0.000
H (-0.74930, -1.11626, 3.10111)  0.000
H (-0.24493, 2.85370, 4.19137)  0.000
C (1.76240, 2.31967, -5.91869)  0.005
C (0.25140, 2.47742, -6.14131)  0.070
C (-0.22888, 3.48795, -5.08895)  0.010
C (0.04545, 3.06814, -7.54720)  0.022
Si (-0.60339, 0.76359, -5.88626)  0.469
Br (-0.61851, 0.37290, -2.60572)  0.098
C (0.41222, -0.71459, -6.61818)  0.074
C (1.63647, -1.01729, -5.74267)  0.012
C (-0.45256, -1.98222, -6.58881)  0.006
C (0.86997, -0.49532, -8.07075)  0.023
C (-2.45993, 0.74824, -6.42374)  0.071
C (-2.66503, 0.57312, -7.93849)  0.023
C (-3.10558, 2.07981, -6.01483)  0.005
C (-3.23456, -0.34551, -5.67539)  0.012
H (2.23706, 3.30606, -6.00174)  0.000
H (2.23103, 1.66931, -6.65796)  0.000
H (1.97868, 1.92886, -4.92142)  0.002
H (0.38777, 4.39355, -5.16538)  0.000
H (-0.13326, 3.09210, -4.07534)  0.001
H (-1.26503, 3.78950, -5.23227)  0.000
H (0.55844, 4.03697, -7.62911)  0.006
H (-1.00969, 3.23996, -7.76958)  0.001
H (0.44691, 2.41199, -8.32475)  0.001
H (1.34760, -1.16448, -4.69948)  0.003
H (2.38584, -0.22830, -5.77290)  0.000
H (2.11212, -1.93901, -6.10534)  0.000
H (-0.79654, -2.20871, -5.57694)  0.003
H (0.15017, -2.83157, -6.93749)  0.000
H (-1.32280, -1.91091, -7.24153)  0.000
H (1.53035, 0.36901, -8.16573)  0.001
H (0.02056, -0.33911, -8.74145)  0.001
H (1.42477, -1.37317, -8.43263)  0.006
H (-2.18503, 1.37567, -8.50538)  0.001
H (-3.73736, 0.58803, -8.18080)  0.006
H (-2.26299, -0.37539, -8.30101)  0.001
H (-2.68235, 2.93176, -6.54725)  0.000
H (-3.01038, 2.25898, -4.94143)  0.002
H (-4.17629, 2.04226, -6.25504)  0.000
H (-2.93811, -1.35224, -5.96633)  0.000
H (-4.30378, -0.23912, -5.90364)  0.000
H (-3.10236, -0.25444, -4.59516)  0.002
C (4.84885, 0.95020, 0.14118)  0.000
C (4.04300, 1.83114, 0.84462)  0.000
C (2.66388, 1.66225, 0.79470)  0.000
N (2.09714, 0.67220, 0.10885)  0.001
C (2.86941, -0.16382, -0.57446)  0.000
C (4.25417, -0.06559, -0.59196)  0.000
H (5.92767, 1.05330, 0.16156)  0.000
H (4.46554, 2.64453, 1.42056)  0.000
H (1.98211, 2.34475, 1.29810)  0.000
H (2.34670, -0.93985, -1.12701)  0.000
H (4.84437, -0.77232, -1.16143)  0.000

Forces on atoms 1 to 3 (eV/Å):
-0.1 0.0 0.0
0.0 0.0 -0.2
0.0 0.0 0.0

The expectation value of S² is 0.753. As for the net charge: -2. The spin multiplicity is 2. As for the relative energy (zero: lowest compared OMol25 entry of this formula, charge and spin): 0.211 eV. The value obtained for the gap between HOMO and LUMO (alpha / beta) is 4.629 / 5.306 eV.